DFT (ωB97M-V/def2-TZVPD) results for a structure of composition C23H27BrN3O5RhS in a non-equilibrium geometry.

```
61
C23H27BrN3O5RhS ωB97M-V/def2-TZVPD
Rh 0.164 0.305 0.058
O -0.640 -0.184 -2.163
C 0.008 0.993 -2.693
C -1.006 2.110 -2.825
C -1.834 2.289 -1.539
C -1.173 2.857 -0.296
C -1.327 4.207 -0.010
C -0.902 4.741 1.193
C -0.352 3.891 2.143
C -0.180 2.568 1.813
N -0.553 2.074 0.618
H -0.398 -0.944 -2.707
H 0.578 0.783 -3.595
H 0.755 1.284 -1.941
H -1.691 1.892 -3.644
H -0.476 3.030 -3.080
H -2.289 1.334 -1.281
H -2.674 2.950 -1.746
H -1.826 4.826 -0.743
H -1.026 5.796 1.398
H -0.045 4.241 3.118
H 0.250 1.864 2.512
Br -5.215 -1.711 -0.661
C -3.769 -1.411 0.490
C -3.842 -1.701 1.846
C -2.723 -1.465 2.625
C -1.582 -0.938 2.053
N -1.523 -0.651 0.744
C -2.599 -0.887 -0.026
H -4.749 -2.107 2.273
H -2.720 -1.685 3.683
H -0.691 -0.770 2.644
H -2.502 -0.686 -1.081
C 0.025 -0.888 7.556
C 1.112 -1.273 6.595
C 0.818 -1.795 5.338
C 1.824 -2.182 4.463
C 3.147 -2.044 4.849
C 3.466 -1.547 6.108
C 2.454 -1.151 6.963
S 4.452 -2.551 3.760
O 3.848 -3.353 2.742
O 5.543 -2.973 4.570
N 5.004 -1.199 2.994
C 4.342 -0.617 1.867
C 3.421 0.601 2.228
C 2.250 0.602 1.331
O 2.136 1.244 0.265
O 1.203 -0.197 1.603
H -0.960 -1.148 7.169
H 0.042 0.183 7.761
H 0.148 -1.401 8.510
H -0.217 -1.966 5.067
H 1.593 -2.645 3.511
H 4.502 -1.494 6.418
H 2.705 -0.775 7.948
H 5.691 -0.675 3.516
H 3.740 -1.408 1.418
H 5.072 -0.304 1.121
H 3.946 1.546 2.099
H 3.084 0.485 3.259
```

Computed properties:
Total charge: +2
Multiplicity: 1
HOMO in eV: -13.668
Molecular weight in g mol⁻¹: 640.362
ΔE to the lowest compared entry with this formula, charge and spin in kJ/mol: 155.4

=====

DFT (ωB97M-V/def2-TZVPD) results for an isolated molecule of C3H2N2O2 in a non-equilibrium geometry.

```
9
C3H2N2O2 ωB97M-V/def2-TZVPD
N 1.335 -1.456 0.835
C 0.644 -0.815 0.117
O -0.382 0.925 1.157
C -0.953 1.318 0.152
O -0.860 0.762 -1.032
C 0.023 -0.451 -1.123
N 0.289 -1.153 -2.078
H 1.519 -1.329 1.817
H -1.615 2.199 0.157
```

Computed properties:
Multiplicity: 1
HOMO in eV: -8.928
Molecular weight in g mol⁻¹: 98.061
ΔE to the lowest compared entry with this formula, charge and spin in kJ/mol: 327.2